Record 1
40
Properties=species:S:1:pos:R:3 method="wB97M-V/def2-TZVPD" total_energy_ev=-45063.584 smiles="Cn1c(SCC(=O)NC2CCCC2)nc2c(c1=O)SCC2" e_homo_ev=-7.75 de_lowest_kcal_mol=0.0
C -1.64 -2.93 1.86
N -1.77 -1.94 0.82
C -0.91 -1.91 -0.22
S 0.44 -3.03 -0.21
C 1.32 -2.41 -1.68
C 1.56 -0.90 -1.66
O 1.55 -0.26 -2.69
N 1.87 -0.39 -0.46
C 2.04 1.02 -0.21
C 3.26 1.28 0.69
C 2.67 1.37 2.10
C 1.38 2.16 1.87
C 0.83 1.61 0.55
N -0.97 -1.08 -1.21
C -1.93 -0.15 -1.18
C -2.83 -0.06 -0.15
C -2.83 -0.99 0.94
O -3.58 -1.04 1.88
S -3.95 1.27 -0.30
C -3.00 1.96 -1.72
C -2.10 0.86 -2.27
H -2.45 -2.76 2.57
H -1.71 -3.93 1.44
H -0.67 -2.83 2.37
H 2.27 -2.94 -1.70
H 0.74 -2.66 -2.56
H 1.83 -0.99 0.35
H 2.16 1.48 -1.20
H 4.00 0.49 0.59
H 3.72 2.22 0.42
H 3.34 1.86 2.80
H 2.44 0.38 2.48
H 0.67 2.06 2.69
H 1.62 3.22 1.76
H 0.33 2.38 -0.03
H 0.11 0.82 0.74
H -3.71 2.33 -2.45
H -2.42 2.80 -1.33
H -1.13 1.24 -2.59
H -2.56 0.36 -3.13

---

Record 2
66
Properties=species:S:1:pos:R:3 method="wB97M-V/def2-TZVPD" spin_multiplicity=2 total_energy_ev=-69167.438 e_homo_ev="-13.84 / -13.90" total_charge=+2
Tc -0.70 0.15 -0.43
O 0.98 1.63 1.75
S 0.65 0.47 2.53
O -0.27 0.59 3.62
N -0.10 -0.55 1.38
C -0.52 -1.80 1.74
C -0.33 -2.41 2.99
C -0.77 -3.72 3.21
C -1.37 -4.45 2.22
C -1.59 -3.87 0.94
C -2.21 -4.55 -0.12
C -2.39 -3.92 -1.31
C -1.96 -2.59 -1.45
N -1.39 -1.91 -0.47
C -1.19 -2.54 0.72
C 2.11 -0.34 3.04
C 2.34 -0.50 4.40
C 3.53 -1.08 4.81
C 4.46 -1.49 3.86
C 4.22 -1.32 2.51
C 3.04 -0.73 2.08
H 0.13 -1.88 3.80
H -0.61 -4.16 4.19
H -1.70 -5.46 2.39
H -2.54 -5.58 0.03
H -2.85 -4.41 -2.16
H -2.09 -2.08 -2.39
H 1.60 -0.17 5.12
H 3.73 -1.20 5.86
H 5.39 -1.94 4.19
H 4.96 -1.64 1.78
H 2.86 -0.57 1.03
O 1.97 -0.74 -1.69
C 1.00 -0.40 -1.22
N -2.71 1.88 2.32
C -3.05 1.73 1.04
N -3.95 2.58 0.51
O -2.56 0.82 0.31
H -3.08 2.63 2.87
H -1.96 1.33 2.72
H -4.44 3.26 1.07
H -4.28 2.40 -0.42
I -5.00 0.32 -4.99
C -3.19 0.35 -4.02
C -1.93 0.45 -4.57
N -1.05 0.42 -3.55
N -1.67 0.31 -2.37
C -2.97 0.28 -2.64
H -1.61 0.54 -5.59
H -0.05 0.56 -3.60
H -3.68 0.17 -1.84
C -0.21 2.15 -1.03
C 0.95 2.60 -1.78
C 2.25 2.47 -1.26
C 3.34 2.87 -1.99
C 3.16 3.41 -3.27
C 1.88 3.56 -3.80
C 0.79 3.17 -3.05
C 4.31 3.81 -4.04
N 5.22 4.12 -4.66
H -1.14 2.65 -1.30
H -0.04 2.12 0.07
H 2.38 2.07 -0.26
H 4.34 2.78 -1.59
H 1.76 4.00 -4.78
H -0.21 3.31 -3.45

---

Record 3
54
Properties=species:S:1:pos:R:3 method="wB97M-V/def2-TZVPD" total_energy_ev=-117840.137 e_homo_ev=-3.14 total_charge=-1
C 3.97 -2.95 3.58
N 3.81 -1.55 3.28
C 4.83 -0.68 3.82
C 2.72 -1.04 2.62
C 2.39 0.33 2.72
C 1.40 0.88 1.92
C 0.75 0.11 0.93
C -0.10 0.72 -0.11
C 0.01 2.07 -0.39
C -0.92 2.80 -1.27
O -1.46 2.35 -2.27
O -1.15 4.10 -0.94
C -0.58 4.54 0.33
C -0.70 6.07 0.36
C -1.28 3.89 1.51
O 0.83 4.23 0.31
C 1.16 2.93 -0.07
O 2.33 2.63 -0.16
C 0.96 -1.29 0.96
C 1.92 -1.86 1.77
H 3.12 -3.54 3.25
H 4.89 -3.34 3.11
H 4.09 -3.08 4.67
H 4.86 0.26 3.27
H 4.66 -0.47 4.88
H 5.81 -1.18 3.72
H 2.94 0.98 3.41
H 1.13 1.93 2.10
H -0.61 -1.01 -1.23
H -0.19 6.50 -0.50
H -1.76 6.36 0.33
H -0.26 6.46 1.27
H -1.24 2.80 1.46
H -0.81 4.23 2.44
H -2.33 4.20 1.52
H 0.36 -1.94 0.33
H 2.10 -2.94 1.71
Br -2.70 -0.52 0.14
C -1.01 -0.03 -0.86
S -0.84 -2.69 -2.36
C -2.44 -2.83 -3.24
C -3.56 -3.33 -2.59
C -4.67 -3.75 -3.34
C -4.65 -3.61 -4.73
C -3.58 -2.98 -5.36
C -2.48 -2.54 -4.60
O 0.21 -2.52 -3.35
O -0.76 -3.80 -1.43
H -1.37 0.57 -1.71
H -3.57 -3.41 -1.50
H -5.52 -4.20 -2.84
H -5.49 -3.99 -5.33
H -3.57 -2.84 -6.44
H -1.65 -2.02 -5.08

---

Record 4
21
Properties=species:S:1:pos:R:3 method="wB97M-V/def2-TZVPD" total_energy_ev=-9401.220 smiles=CNC[C@H](C)N.O e_homo_ev=-8.76 de_lowest_kcal_mol=55.1
C -0.91 -1.75 -2.34
N -0.42 -0.59 -1.63
C 0.45 -0.72 -0.42
C 0.86 0.67 -0.05
C 1.65 0.72 1.32
N -0.28 1.67 0.20
H -0.01 -2.16 -2.81
H -1.75 -1.39 -3.04
H -1.24 -2.51 -1.65
H -1.16 0.05 -1.24
H 1.25 -1.37 -0.62
H -0.11 -1.31 0.30
H 1.53 0.95 -0.89
H 1.77 1.82 1.51
H 1.21 0.43 2.32
H 2.68 0.17 1.35
H -1.03 1.64 -0.45
H 0.06 2.55 -0.03
O -1.76 0.72 2.67
H -1.13 0.34 2.06
H -1.66 0.06 3.41